1.
C24H30Br2N2O2S as an isolated structure, computed with ωB97M-V with the def2-TZVPD basis set.

LUMO energy in eV: -0.6
HOMO-LUMO gap in eV: 8.3
HOMO energy in eV: -8.82

```
! RIJCOSX wB97M-V def2-TZVPD def2/J DEFGRID3
* xyz 0 1
C -2.21 2.04 1.19
C -0.86 2.36 0.57
O 0.23 1.79 1.28
C 0.40 0.40 1.06
C 0.93 0.09 -0.32
C 1.77 0.98 -0.89
C 2.34 0.67 -2.15
N 3.20 1.41 -2.84
S 3.55 0.57 -4.17
N 2.66 -0.73 -3.94
C 2.02 -0.57 -2.78
C 1.14 -1.51 -2.19
C 0.86 -2.81 -2.88
C -0.37 -2.76 -3.76
C -1.51 -3.46 -3.41
C -2.64 -3.40 -4.21
C -2.64 -2.64 -5.37
C -1.50 -1.94 -5.75
C -1.46 -1.11 -7.00
C -0.38 -2.02 -4.93
C 0.62 -1.17 -0.97
C -0.24 -2.13 -0.25
Br -2.11 -1.95 -0.55
C 0.20 -3.07 0.57
C -0.58 -4.07 1.35
Br 2.07 -3.22 0.86
H -2.61 1.09 0.84
H -2.16 2.04 2.28
H -2.92 2.81 0.89
H -0.84 2.05 -0.48
H -0.69 3.43 0.59
H -0.52 -0.14 1.27
H 1.15 0.08 1.79
H 2.01 1.91 -0.40
H 0.72 -3.58 -2.13
H 1.72 -3.06 -3.49
H -1.52 -4.06 -2.51
H -3.54 -3.94 -3.95
H -3.53 -2.60 -5.98
H -2.16 -1.48 -7.75
H -1.71 -0.07 -6.79
H -0.46 -1.14 -7.43
H 0.52 -1.49 -5.23
H -0.41 -3.92 2.42
H -1.64 -3.99 1.15
H -0.24 -5.08 1.13
C 0.10 4.65 6.70
C 0.25 3.15 6.81
O -0.03 2.45 5.61
C 0.79 2.77 4.50
C 2.26 2.46 4.72
H -0.89 4.91 6.30
H 0.20 5.11 7.68
H 0.85 5.10 6.04
H -0.46 2.76 7.54
H 1.26 2.89 7.17
H 0.66 3.81 4.21
H 0.42 2.16 3.68
H 2.71 3.11 5.47
H 2.81 2.61 3.79
H 2.40 1.43 5.05
*
```

=====

2.
C24H30BrN3O9Os as an isolated structure in a non-equilibrium geometry, computed with ωB97M-V with the def2-TZVPD basis set.

LUMO energy (spin up / spin down) in eV: -8.2 / -8.2
HOMO-LUMO gap (spin up / spin down) in eV: 6.0 / 6.0
HOMO energy (spin up / spin down) in eV: -14.16 / -14.16

```
! RIJCOSX wB97M-V def2-TZVPD def2/J DEFGRID3
* xyz 2 1
Os 1.34 0.06 -0.19
C 0.83 7.79 -1.83
C 1.34 7.05 -0.58
C 2.85 7.25 -0.47
C 0.66 7.61 0.68
C 0.96 5.58 -0.65
C 1.84 4.59 -0.49
C 1.44 3.15 -0.23
Br 3.11 2.05 -0.16
C -0.50 2.25 -0.78
O -0.69 1.12 -0.29
C -1.24 3.40 -0.93
C -0.51 5.30 -0.87
C -3.71 4.27 0.59
C -3.58 3.00 1.40
C -4.18 4.01 -0.83
C -4.59 5.30 1.27
H 1.22 8.81 -1.83
H -0.26 7.88 -1.85
H 1.16 7.31 -2.75
H 3.07 8.31 -0.42
H 3.38 6.84 -1.34
H 3.26 6.80 0.44
H 0.86 8.68 0.76
H 1.06 7.13 1.58
H -0.43 7.49 0.67
H 2.89 4.81 -0.38
H -1.12 6.19 -0.98
H -2.85 2.31 0.96
H -4.54 2.49 1.41
H -3.31 3.21 2.44
H -3.67 3.18 -1.31
H -4.07 4.90 -1.45
H -5.24 3.76 -0.77
H -4.18 5.61 2.23
H -5.57 4.85 1.45
H -4.72 6.18 0.64
O -1.47 5.26 5.09
N -0.53 4.50 5.05
O 0.13 4.11 5.98
C -0.14 4.00 3.71
C 0.84 3.04 3.63
C 1.19 2.61 2.37
C 0.70 3.14 1.17
O 0.82 2.43 -1.27
C -0.42 3.97 1.37
C -0.82 4.43 2.60
N -1.23 4.38 0.20
O -0.76 4.34 -1.86
O -2.39 5.04 0.63
N 1.98 1.35 2.42
O 1.42 0.35 1.85
O 2.92 1.23 3.13
H 1.28 2.61 4.52
H -1.65 5.11 2.71
C 2.31 -3.01 -0.28
C 1.50 -3.20 -1.57
C 0.25 -2.33 -1.37
O 0.38 -1.75 -0.01
C 1.24 -2.70 0.73
H 2.99 -2.15 -0.37
H 2.92 -3.87 -0.02
H 1.21 -4.24 -1.68
H 2.06 -2.92 -2.46
H -0.68 -2.89 -1.38
H 0.15 -1.49 -2.07
H 0.61 -3.56 0.95
H 1.55 -2.22 1.65
*
```

=====

3.
C24H30Cl2F5N7OSe3SiY as an isolated structure, computed with ωB97M-V with the def2-TZVPD basis set.

LUMO energy in eV: -2.5
HOMO-LUMO gap in eV: 7.4
HOMO energy in eV: -9.85

```
! RIJCOSX wB97M-V def2-TZVPD def2/J DEFGRID3
* xyz 1 1
Y -0.12 0.11 -0.41
Se 1.22 0.52 -4.29
Se -1.01 0.37 -3.65
C -1.16 2.13 -2.89
C -1.58 3.19 -3.68
C -1.66 4.45 -3.10
C -1.31 4.59 -1.77
C -0.91 3.47 -1.06
N -0.84 2.25 -1.61
C 1.94 -0.89 -3.20
C 3.14 -1.43 -3.66
C 3.67 -2.51 -3.00
C 2.97 -3.05 -1.93
C 1.80 -2.44 -1.54
N 1.29 -1.35 -2.13
H -1.84 3.03 -4.72
H -1.99 5.30 -3.68
H -1.35 5.55 -1.27
H -0.63 3.54 -0.02
H 3.61 -1.01 -4.53
H 4.61 -2.95 -3.33
H 3.33 -3.93 -1.41
H 1.21 -2.84 -0.72
C -2.64 -4.01 1.27
N -1.28 -3.94 1.78
C -0.79 -5.02 2.63
C -0.47 -2.94 1.35
N -0.78 -2.10 0.42
N 0.75 -2.86 2.00
C 1.72 -1.88 1.83
N 2.85 -2.13 2.54
N 1.51 -0.85 1.10
H -3.23 -4.65 1.92
H -2.67 -4.41 0.25
H -3.10 -3.02 1.27
H -0.72 -4.72 3.68
H 0.17 -5.39 2.29
H -1.50 -5.85 2.58
H -1.68 -2.31 -0.01
H 0.86 -3.42 2.83
H 3.12 -3.08 2.73
H 3.61 -1.47 2.43
H 2.34 -0.26 1.01
C 3.92 2.07 -2.30
Si 3.00 2.10 -0.67
C 4.16 1.38 0.64
C 2.64 3.88 -0.22
O 1.64 1.22 -0.69
H 4.87 2.59 -2.21
H 3.34 2.56 -3.09
H 4.13 1.05 -2.61
H 5.09 1.96 0.72
H 4.45 0.35 0.38
H 3.70 1.38 1.63
H 3.53 4.50 -0.29
H 2.25 3.98 0.80
H 1.89 4.29 -0.90
Cl -1.31 -0.12 3.00
C -0.74 1.52 3.35
Cl 0.39 2.07 2.10
H -0.22 1.51 4.30
H -1.60 2.19 3.36
F -6.34 1.61 3.30
C -5.60 1.15 2.28
C -4.35 1.68 2.04
F -3.86 2.64 2.82
C -3.61 1.18 0.98
F -2.38 1.73 0.80
C -4.03 0.17 0.15
Se -2.98 -0.48 -1.29
C -5.30 -0.34 0.43
F -5.80 -1.34 -0.31
C -6.08 0.13 1.47
F -7.28 -0.38 1.71
*
```

=====

4.
A 6-piece molecular cluster, C24H30F18O12 overall in a non-equilibrium geometry, computed with ωB97M-V with the def2-TZVPD basis set.

LUMO energy in eV: -0.1
HOMO-LUMO gap in eV: 10.4
SMILES string: CCOC(=O)C(F)(F)F.CCOC(=O)C(F)(F)F.CCOC(=O)C(F)(F)F.CCOC(=O)C(F)(F)F.CCOC(=O)C(F)(F)F.CCOC(=O)C(F)(F)F
HOMO energy in eV: -10.51

```
! RIJCOSX wB97M-V def2-TZVPD def2/J DEFGRID3
* xyz 0 1
C 41.95 76.69 45.27
C 42.68 76.44 46.65
O 41.76 76.06 47.59
C 42.15 75.69 48.87
O 43.31 75.84 49.30
C 40.98 75.10 49.72
F 40.98 73.77 49.69
F 41.06 75.63 50.99
F 39.75 75.44 49.09
H 41.10 77.35 45.44
H 41.65 75.72 44.94
H 42.80 77.00 44.62
H 42.94 77.31 47.18
H 43.38 75.61 46.45
C 35.03 71.91 47.62
C 34.28 71.31 48.83
O 32.94 71.11 48.51
C 32.12 70.53 49.37
O 32.22 70.28 50.48
C 30.74 70.25 48.68
F 30.30 71.43 48.14
F 30.92 69.22 47.71
F 29.83 69.80 49.39
H 36.18 71.97 47.63
H 34.57 72.88 47.30
H 35.15 71.24 46.91
H 34.36 72.23 49.58
H 34.80 70.51 49.12
C 32.90 75.06 56.78
C 32.02 73.97 57.17
O 31.31 74.21 58.30
C 30.42 73.28 58.87
O 30.29 72.18 58.27
C 29.59 73.69 60.06
F 28.27 73.02 60.00
F 30.19 73.29 61.19
F 29.31 75.06 60.06
H 33.33 74.58 55.87
H 33.64 75.04 57.51
H 32.21 75.94 56.55
H 32.70 72.98 57.44
H 31.45 73.62 56.22
C 41.29 67.76 47.37
C 39.78 67.92 47.73
O 39.59 68.98 48.72
C 38.46 69.77 48.70
O 37.49 69.68 47.88
C 38.50 70.85 49.77
F 39.62 71.54 49.98
F 37.52 71.68 49.67
F 38.21 70.27 51.03
H 41.84 67.26 48.21
H 41.84 68.64 46.96
H 41.54 66.92 46.67
H 39.20 67.03 48.25
H 39.11 67.96 46.86
C 36.07 74.92 49.86
C 35.75 75.26 51.15
O 34.43 74.85 51.39
C 33.87 74.93 52.63
O 34.44 75.28 53.65
C 32.42 74.74 52.52
F 32.08 73.79 51.62
F 31.69 74.42 53.71
F 31.90 75.93 51.93
H 36.18 73.83 50.02
H 37.01 75.14 49.56
H 35.42 75.06 49.02
H 35.94 76.24 51.51
H 36.31 74.67 52.12
C 41.77 73.35 54.72
C 40.44 73.63 53.82
O 39.87 74.94 54.28
C 39.14 75.67 53.46
O 38.54 75.22 52.47
C 38.94 77.08 53.92
F 38.90 77.96 52.77
F 37.70 77.05 54.43
F 39.80 77.53 54.80
H 41.54 73.24 55.76
H 42.32 74.28 54.67
H 42.40 72.45 54.33
H 39.74 72.79 53.63
H 40.83 73.69 52.80
*
```

=====

Copy entry 3 word for word.
C24H30Cl2F5N7OSe3SiY as an isolated structure, computed with ωB97M-V with the def2-TZVPD basis set.

LUMO energy in eV: -2.5
HOMO-LUMO gap in eV: 7.4
HOMO energy in eV: -9.85

```
! RIJCOSX wB97M-V def2-TZVPD def2/J DEFGRID3
* xyz 1 1
Y -0.12 0.11 -0.41
Se 1.22 0.52 -4.29
Se -1.01 0.37 -3.65
C -1.16 2.13 -2.89
C -1.58 3.19 -3.68
C -1.66 4.45 -3.10
C -1.31 4.59 -1.77
C -0.91 3.47 -1.06
N -0.84 2.25 -1.61
C 1.94 -0.89 -3.20
C 3.14 -1.43 -3.66
C 3.67 -2.51 -3.00
C 2.97 -3.05 -1.93
C 1.80 -2.44 -1.54
N 1.29 -1.35 -2.13
H -1.84 3.03 -4.72
H -1.99 5.30 -3.68
H -1.35 5.55 -1.27
H -0.63 3.54 -0.02
H 3.61 -1.01 -4.53
H 4.61 -2.95 -3.33
H 3.33 -3.93 -1.41
H 1.21 -2.84 -0.72
C -2.64 -4.01 1.27
N -1.28 -3.94 1.78
C -0.79 -5.02 2.63
C -0.47 -2.94 1.35
N -0.78 -2.10 0.42
N 0.75 -2.86 2.00
C 1.72 -1.88 1.83
N 2.85 -2.13 2.54
N 1.51 -0.85 1.10
H -3.23 -4.65 1.92
H -2.67 -4.41 0.25
H -3.10 -3.02 1.27
H -0.72 -4.72 3.68
H 0.17 -5.39 2.29
H -1.50 -5.85 2.58
H -1.68 -2.31 -0.01
H 0.86 -3.42 2.83
H 3.12 -3.08 2.73
H 3.61 -1.47 2.43
H 2.34 -0.26 1.01
C 3.92 2.07 -2.30
Si 3.00 2.10 -0.67
C 4.16 1.38 0.64
C 2.64 3.88 -0.22
O 1.64 1.22 -0.69
H 4.87 2.59 -2.21
H 3.34 2.56 -3.09
H 4.13 1.05 -2.61
H 5.09 1.96 0.72
H 4.45 0.35 0.38
H 3.70 1.38 1.63
H 3.53 4.50 -0.29
H 2.25 3.98 0.80
H 1.89 4.29 -0.90
Cl -1.31 -0.12 3.00
C -0.74 1.52 3.35
Cl 0.39 2.07 2.10
H -0.22 1.51 4.30
H -1.60 2.19 3.36
F -6.34 1.61 3.30
C -5.60 1.15 2.28
C -4.35 1.68 2.04
F -3.86 2.64 2.82
C -3.61 1.18 0.98
F -2.38 1.73 0.80
C -4.03 0.17 0.15
Se -2.98 -0.48 -1.29
C -5.30 -0.34 0.43
F -5.80 -1.34 -0.31
C -6.08 0.13 1.47
F -7.28 -0.38 1.71
*
```

=====

> Number 1 is which compound?

C24H30Br2N2O2S

=====

Please write out number 2 again, unchanged.
C24H30BrN3O9Os as an isolated structure in a non-equilibrium geometry, computed with ωB97M-V with the def2-TZVPD basis set.

LUMO energy (spin up / spin down) in eV: -8.2 / -8.2
HOMO-LUMO gap (spin up / spin down) in eV: 6.0 / 6.0
HOMO energy (spin up / spin down) in eV: -14.16 / -14.16

```
! RIJCOSX wB97M-V def2-TZVPD def2/J DEFGRID3
* xyz 2 1
Os 1.34 0.06 -0.19
C 0.83 7.79 -1.83
C 1.34 7.05 -0.58
C 2.85 7.25 -0.47
C 0.66 7.61 0.68
C 0.96 5.58 -0.65
C 1.84 4.59 -0.49
C 1.44 3.15 -0.23
Br 3.11 2.05 -0.16
C -0.50 2.25 -0.78
O -0.69 1.12 -0.29
C -1.24 3.40 -0.93
C -0.51 5.30 -0.87
C -3.71 4.27 0.59
C -3.58 3.00 1.40
C -4.18 4.01 -0.83
C -4.59 5.30 1.27
H 1.22 8.81 -1.83
H -0.26 7.88 -1.85
H 1.16 7.31 -2.75
H 3.07 8.31 -0.42
H 3.38 6.84 -1.34
H 3.26 6.80 0.44
H 0.86 8.68 0.76
H 1.06 7.13 1.58
H -0.43 7.49 0.67
H 2.89 4.81 -0.38
H -1.12 6.19 -0.98
H -2.85 2.31 0.96
H -4.54 2.49 1.41
H -3.31 3.21 2.44
H -3.67 3.18 -1.31
H -4.07 4.90 -1.45
H -5.24 3.76 -0.77
H -4.18 5.61 2.23
H -5.57 4.85 1.45
H -4.72 6.18 0.64
O -1.47 5.26 5.09
N -0.53 4.50 5.05
O 0.13 4.11 5.98
C -0.14 4.00 3.71
C 0.84 3.04 3.63
C 1.19 2.61 2.37
C 0.70 3.14 1.17
O 0.82 2.43 -1.27
C -0.42 3.97 1.37
C -0.82 4.43 2.60
N -1.23 4.38 0.20
O -0.76 4.34 -1.86
O -2.39 5.04 0.63
N 1.98 1.35 2.42
O 1.42 0.35 1.85
O 2.92 1.23 3.13
H 1.28 2.61 4.52
H -1.65 5.11 2.71
C 2.31 -3.01 -0.28
C 1.50 -3.20 -1.57
C 0.25 -2.33 -1.37
O 0.38 -1.75 -0.01
C 1.24 -2.70 0.73
H 2.99 -2.15 -0.37
H 2.92 -3.87 -0.02
H 1.21 -4.24 -1.68
H 2.06 -2.92 -2.46
H -0.68 -2.89 -1.38
H 0.15 -1.49 -2.07
H 0.61 -3.56 0.95
H 1.55 -2.22 1.65
*
```